1.
Formula: CHBaO3
Source: OMol25
Level of theory: the ωB97M-V functional and the def2-TZVPD basis

XYZ file:
```
6
Properties=species:S:1:pos:R:3:forces:R:3
H -1.5454 -1.7685 0.2057 3.1 1.6 -1.4
O -2.5849 -0.3013 0.0077 -0.2 1.9 -2.3
O -0.7140 0.9843 0.1399 1.4 1.4 -2.2
O -0.6716 -1.1689 -0.1043 -0.4 -3.7 -0.3
C -1.4151 -0.0005 -0.2553 -2.3 -1.3 6.1
Ba 1.6722 0.1029 0.1249 -1.7 0.1 0.1
```
Positions in Å, forces in eV/Å.

The total charge is +1. The LUMO energy is -5.34 eV. For the HOMO energy, the calculation gives -13.416 eV.


2.
Formula: C52H46F3N13O4Pb
Source: OMol25
Level of theory: the ωB97M-V functional and the def2-TZVPD basis

XYZ file:
```
119
Properties=species:S:1:pos:R:3:forces:R:3
Pb 0.3450 -1.4230 0.5129 -0.2 0.3 0.2
C 4.6216 0.1038 -2.3832 -0.2 0.0 -0.3
C 4.3941 0.1887 -3.7548 0.3 -0.8 -0.2
C 3.0969 0.0232 -4.2371 0.5 0.4 -0.3
C 2.0872 -0.1758 -3.3011 0.3 -0.3 -0.7
N 2.3245 -0.3033 -1.9975 -1.4 -0.1 -0.5
C 3.5436 -0.1708 -1.5513 0.4 0.6 -0.9
C 0.6991 -0.3638 -3.7853 -0.3 -0.4 0.4
C 0.2016 0.2380 -4.9244 0.1 0.3 0.0
C -1.1312 0.0953 -5.2612 -0.4 -0.3 0.3
C -1.9447 -0.6489 -4.4140 0.5 -0.4 0.2
C -1.3337 -1.2963 -3.3165 -0.9 0.0 -0.4
N -0.0492 -1.1739 -3.0513 -0.2 -0.2 0.8
C -2.1635 -2.1444 -2.3756 0.3 0.1 -0.9
C -3.4167 -1.7020 -1.9807 0.0 -0.3 0.4
C -4.1261 -2.4813 -1.0695 1.2 0.3 -1.1
C -3.5807 -3.6546 -0.6206 -0.7 -0.7 0.9
C -2.3529 -4.0501 -1.1321 -0.6 1.2 -0.2
N -1.6609 -3.3314 -2.0032 0.2 0.7 0.1
H 5.5886 0.2372 -1.9414 0.5 0.0 0.0
H 5.2277 0.2002 -4.4700 -0.3 0.4 0.4
H 2.9076 0.0444 -5.3310 0.1 -0.1 1.0
H 3.6228 -0.2405 -0.5010 0.4 -0.1 1.1
H 0.8593 0.8383 -5.5089 0.2 0.4 -0.4
H -1.5271 0.5538 -6.1612 0.0 0.0 0.1
H -2.9935 -0.8176 -4.6207 0.0 0.1 0.0
H -3.8567 -0.7742 -2.3255 0.3 0.0 -0.1
H -5.0591 -2.1239 -0.7759 -1.5 0.3 0.7
H -4.1277 -4.2353 0.1491 0.6 0.2 -0.7
H -1.8860 -4.9229 -0.8009 0.5 -1.4 0.4
C -2.5973 2.9061 -3.3117 -0.5 0.5 -0.4
N -1.2301 2.9792 -2.9030 0.8 -1.0 1.1
C -0.7034 2.4983 -1.7547 -1.2 -0.6 0.6
N 0.5474 2.8308 -1.6410 0.4 0.0 -0.2
C 0.7630 3.5080 -2.8122 1.3 -0.5 1.4
N -0.2663 3.6253 -3.5760 -0.9 0.4 -1.3
C -3.2677 4.2401 -3.0214 0.3 0.2 0.2
C -3.9501 4.9338 -4.0070 -0.1 -0.6 -0.9
C -4.3383 6.2377 -3.8255 -0.2 0.8 0.4
C -4.0767 6.9004 -2.6299 -0.3 -0.1 0.5
C -3.4233 6.2203 -1.6048 0.2 -0.4 -0.4
C -3.0140 4.8899 -1.8221 0.4 0.5 0.7
C -3.0597 6.8967 -0.3464 -0.4 0.2 -0.5
N -3.3261 8.0802 0.1049 0.0 -0.5 0.0
N -2.7211 8.1489 1.3642 0.1 0.1 -0.4
C -2.1177 7.0258 1.5369 -0.2 0.2 0.7
O -2.3081 6.1813 0.5031 0.4 -0.3 0.3
C -1.2922 6.5837 2.6710 0.0 -0.1 -1.1
C -0.8962 7.4597 3.6470 -0.3 0.9 0.8
C -0.0031 7.0533 4.6150 0.4 -1.1 -0.5
C 0.5046 5.7605 4.5276 0.8 0.0 1.0
C 0.1222 4.8614 3.5512 0.0 0.5 0.0
C 0.6974 3.4920 3.5323 -0.5 -0.7 -0.7
N -0.1605 2.5005 2.8696 -0.3 -0.6 -0.1
C 0.0156 1.7826 1.7447 0.9 1.4 0.3
N -0.9449 0.9135 1.5569 -0.3 -0.2 0.7
C -1.6885 1.0739 2.7074 0.5 0.9 -0.4
N -1.2680 2.0321 3.4924 0.1 0.1 0.2
C -0.7771 5.3021 2.6274 -0.8 -0.3 -1.3
H -3.0629 2.0605 -2.7749 0.2 0.3 -0.4
H -2.5851 2.7548 -4.3979 -0.3 -0.3 0.3
H -1.2806 1.8943 -1.0281 0.4 0.5 -0.6
H 1.7696 3.8144 -3.0227 0.0 0.5 -0.5
H -4.1563 4.4759 -4.9866 0.2 0.1 0.5
H -4.8269 6.7555 -4.6369 -0.1 0.1 0.0
H -4.4159 7.9092 -2.4099 0.1 0.0 -0.4
H -2.3868 4.4310 -1.0419 -0.5 0.0 -0.5
H -1.3157 8.4474 3.6698 -0.1 0.4 -0.1
H 0.3798 7.6808 5.3930 -0.1 0.4 0.2
H 1.2634 5.4438 5.2544 -0.3 0.1 -0.2
H 0.7586 3.1870 4.5476 0.4 -0.6 0.9
H 1.6863 3.4490 3.0840 0.1 0.0 -0.1
H 0.8840 2.0084 1.1449 -0.1 -0.3 -0.5
H -2.5679 0.5408 2.9683 -0.4 -0.5 -0.1
H -1.1093 4.6870 1.7918 0.2 -0.2 0.3
F 3.2309 -0.1400 5.1103 -0.2 0.2 0.4
C 3.2529 -0.8763 3.9968 -0.8 0.2 0.6
F 4.3771 -0.5804 3.3893 1.3 0.3 -1.0
F 3.3306 -2.1514 4.3817 -0.1 -0.8 0.0
C 2.0001 -0.6221 3.1098 0.9 0.1 0.5
O 1.0721 -0.0830 3.6619 -0.8 0.2 -0.1
O 2.1827 -1.0048 1.9127 -0.5 0.0 -0.3
C 0.1991 -6.3481 3.8864 0.1 -0.8 0.1
C 1.2600 -5.5876 3.3440 -1.3 0.2 0.7
C 0.9223 -4.3708 2.8108 1.1 0.4 -0.2
C -0.4217 -3.8916 2.7617 -0.7 -0.3 0.1
C -0.7998 -2.6535 2.1475 0.2 0.2 -0.5
C -2.1239 -2.2583 2.1569 0.0 -0.3 0.0
C -3.1374 -3.0691 2.7463 0.6 0.6 0.5
C -2.7912 -4.2329 3.3573 -0.2 -0.6 -0.1
C -1.4545 -4.6994 3.3573 0.7 0.7 -0.4
C -1.1010 -5.9360 3.9210 0.3 0.2 -0.3
H 0.4296 -7.3250 4.2786 0.1 -0.2 0.2
H 2.2608 -5.9601 3.5336 0.1 0.3 -0.5
H 1.7580 -3.7483 2.4569 -0.7 0.0 0.0
H -2.4277 -1.3130 1.6741 0.2 -0.5 0.2
H -4.1457 -2.7066 2.8469 -0.3 0.1 -0.3
H -3.5455 -4.8798 3.8136 0.1 0.3 0.0
H -1.8841 -6.5393 4.3441 -0.1 -0.3 0.2
C 3.1528 -6.5553 -0.4887 -1.6 -0.9 0.3
N 2.3070 -5.3678 -0.5666 2.3 0.9 0.2
C 0.9408 -5.5811 -0.8109 -1.7 0.7 -1.6
C 2.7019 -4.1048 -0.2246 -1.0 0.1 0.6
O 1.8102 -3.2414 -0.0640 1.2 -0.5 0.0
N 4.0617 -3.8705 0.0176 -0.3 -0.3 -1.1
C 4.8902 -3.8143 -1.1908 0.3 0.3 0.9
C 4.4426 -2.8268 0.9550 -0.2 0.6 -1.0
H 2.6162 -7.2337 0.2265 0.7 0.3 -0.5
H 4.1375 -6.3517 -0.1324 0.5 0.3 0.3
H 3.2149 -7.1038 -1.4480 -0.1 0.5 0.2
H 0.8085 -6.3141 -1.6011 0.1 -0.3 -0.1
H 0.4753 -4.6507 -1.1871 0.3 -0.5 0.2
H 0.3644 -5.8841 0.0378 -0.2 -0.3 0.9
H 4.7147 -4.6433 -1.8220 -0.3 -0.8 -0.8
H 5.9358 -3.8440 -0.9054 0.2 -0.1 0.2
H 4.7625 -2.8785 -1.7262 -0.3 0.2 -0.2
H 3.6184 -2.5935 1.6002 -0.1 0.1 0.4
H 4.7528 -1.8784 0.4430 -0.3 -0.7 0.3
H 5.2843 -3.2320 1.4721 0.6 0.1 0.7
```
Positions in Å, forces in eV/Å.

The LUMO energy is 0.10 eV. For the HOMO energy, the calculation gives -7.553 eV.


3.
Formula: C11H17BN6OTc
Source: OMol25
Level of theory: the ωB97M-V functional and the def2-TZVPD basis

XYZ file:
```
37
Properties=species:S:1:pos:R:3:forces:R:3
H 1.1037 3.7692 1.1927 0.4 0.0 0.0
N 0.9530 1.9966 0.0125 -1.5 1.0 -0.9
B 0.1779 0.5508 -2.1489 0.5 0.3 0.7
N 0.5442 1.8455 -1.3766 1.5 0.3 1.0
C 0.8358 2.9914 -2.0099 -0.3 0.0 1.5
Tc 2.0756 0.8573 1.2839 -3.2 -0.6 0.4
H 0.8232 3.0120 -3.0914 -0.2 0.2 0.1
C 1.1435 3.9729 -1.0589 -0.3 -0.6 0.5
H 1.4206 4.9749 -1.2879 -0.1 0.5 0.1
C 1.0763 3.3438 0.2011 0.7 -0.2 -2.4
H 0.4962 0.6982 -3.2963 -0.2 -0.2 0.1
C -2.2987 -3.3566 3.0548 0.8 -0.9 -0.4
H -1.8818 -3.9287 3.8950 -0.1 0.2 -0.3
H -1.4765 -2.8765 2.5037 -0.2 -0.1 0.2
H -2.8178 -4.0560 2.3852 0.1 0.2 0.2
N -1.3566 0.1390 -2.0812 -0.2 0.1 -2.0
N 1.0872 -0.4908 -1.4687 1.7 0.2 0.9
N -1.8946 0.0255 -0.8582 -0.6 -0.3 0.7
N 1.5483 -0.5593 -0.0938 -0.8 -1.4 -0.9
C -2.3024 -0.1657 -3.0404 3.9 1.2 0.6
C 1.8298 -1.3420 -2.1898 -0.3 -0.2 1.4
H -2.0592 -0.0907 -4.0904 -0.1 -0.1 0.0
H 1.8073 -1.2774 -3.2720 -0.1 -0.3 0.2
C -3.4699 -0.5169 -2.3722 -1.6 -0.4 2.7
C 2.5537 -2.1603 -1.3202 -0.2 0.1 0.5
C -3.1543 -0.3904 -0.9903 -0.9 -0.3 -1.0
C 2.2630 -1.7206 -0.0160 0.4 0.7 -2.4
H -4.4109 -0.8108 -2.8060 0.0 0.0 -0.1
H 3.2404 -2.9184 -1.6307 0.0 -0.4 0.1
H -3.7852 -0.5931 -0.1236 0.3 0.2 -0.4
H 2.5254 -2.1485 0.9348 0.3 0.1 0.1
H -2.9814 -2.6245 3.4195 -0.5 0.5 0.3
C 1.2664 0.7739 4.3936 -0.1 -0.2 1.3
O 1.4278 0.7577 3.0013 1.3 0.2 -2.7
H 1.9972 0.1229 4.8677 0.1 -0.1 -0.2
H 0.2828 0.4285 4.6822 -0.3 -0.1 -0.2
H 1.4100 1.7672 4.7954 0.0 0.4 -0.2
```
Positions in Å, forces in eV/Å.

The expectation value of S² is 3.792. The total charge is +2. The LUMO energy (alpha / beta) is -8.35 / -10.44 eV. For the HOMO energy (alpha / beta), the calculation gives -15.728 / -15.897 eV. The multiplicity is 4.


Summary of energy relative to the best compared isomer or geometry (same formula, charge and spin) in kJ/mol
0.0, 113.3, 342.1
(order as listed above)
Summary of electronic energy in a.u.
-289.68782, -3514.43713, -938.03388
(order as listed above)